Record 1
25
Properties=species:S:1:pos:R:3:nbo_charge:R:1 method="wB97M-V/def2-TZVPD" orbital_gap_ev="10.939 / 3.945" total_charge=+2 spin_multiplicity=2 max_force_ha_per_bohr=0.0316
N -0.92142 0.08713 1.27785 -0.698
C 0.03370 0.52675 0.18837 -0.141
C 1.11006 1.44756 0.79381 -0.387
C 1.69977 2.44369 -0.27220 -0.108
O 2.02822 3.62923 0.39230 -0.184
C 0.64377 -0.75422 -0.38007 0.646
N 1.37441 -0.64845 -1.50507 -0.784
O 0.42797 -1.80609 0.17786 -0.565
H -1.75816 -0.48636 0.87027 0.500
H -1.27548 0.91184 1.76806 0.436
H -0.41774 -0.52837 1.92261 0.457
H -0.58078 1.04851 -0.55221 0.260
H 1.92480 0.86162 1.22786 0.276
H 0.73799 2.07083 1.61846 0.265
H 0.91308 2.77445 -0.95384 0.261
H 2.55751 2.02939 -0.80544 0.266
H 2.92876 3.60421 0.79188 0.538
H 1.53963 0.21357 -2.00018 0.402
H 1.78985 -1.49371 -1.88073 0.451
H -3.77002 -1.16153 0.02341 0.511
H -2.62477 -2.21309 -0.15924 0.524
O -2.92420 -1.43736 0.39224 -0.985
H -1.07619 -3.42458 -0.80037 0.496
H -2.37222 -4.29373 -1.03098 0.515
O -1.98854 -3.40127 -1.10464 -0.954



Record 2
128
Properties=species:S:1:pos:R:3:lowdin_spin:R:1 method="wB97M-V/def2-TZVPD" orbital_gap_ev="5.058 / 5.477" total_charge=+1 spin_multiplicity=3 max_force_ha_per_bohr=0.1092
C 2.78902 -6.70758 1.91654 0.000
C 2.64220 -6.60974 0.36304 0.000
O 3.64968 -6.64565 -0.29104 0.000
O 1.41536 -6.53353 -0.32602 0.000
C 0.82230 -5.21360 -0.29876 0.000
C 1.79793 -4.07508 0.16170 0.000
C 2.91571 -3.53738 -0.69321 0.000
S 3.24256 -4.25167 -2.37422 0.000
O 4.60663 -4.77190 -2.48672 0.000
O 2.35846 -5.34987 -2.73761 0.000
C 2.95089 -2.92983 -3.70376 0.000
F 2.51597 -1.74772 -3.17917 0.000
F 4.16325 -2.78621 -4.33913 0.000
F 2.10413 -3.38950 -4.67115 0.000
C 3.78215 -2.42310 -0.21571 0.000
Br 5.16839 -1.88756 -1.45471 0.000
C 3.51520 -1.84784 1.12323 0.000
C 4.30336 -0.69571 1.66342 0.000
C 5.43352 0.09441 0.95929 0.000
C 6.80146 -0.69934 1.07148 0.000
O 7.82239 -0.33811 0.61308 0.000
F 6.77138 -1.93558 1.72471 0.000
C 3.97474 -0.25088 3.03047 0.000
P 4.89339 1.13627 3.91926 0.000
O 6.14553 0.59163 4.56540 0.000
N 2.92930 -0.85204 3.79584 0.000
C 2.59310 -0.40006 5.18766 0.000
C 3.66566 -0.90194 6.26617 0.000
C 2.97921 -1.31144 7.62640 0.000
N 2.07619 -2.41705 7.75134 0.000
O 3.27463 -0.64900 8.60036 0.000
C 2.16844 -1.86944 3.30940 0.000
C 2.43717 -2.42171 1.96486 0.000
C 1.55041 -3.54491 1.52103 0.000
C 0.43727 -4.09739 2.47343 0.000
C -0.97970 -3.41271 2.27180 0.000
C -0.93833 -1.94622 1.68251 0.000
C -2.43004 -1.41606 1.67960 0.000
C -2.81244 -0.09178 2.16391 0.000
C -4.25021 0.32905 2.17346 0.000
C -5.33403 -0.55860 1.71113 0.000
C -4.92632 -1.87649 1.19093 0.000
C -3.53024 -2.28625 1.18074 0.000
H 1.82495 -6.64076 2.48271 0.000
H 3.37112 -7.60434 2.25527 0.000
H 3.40129 -5.80948 2.23237 0.000
H 0.51070 -4.94611 -1.35346 0.000
H -0.12807 -5.27965 0.28664 0.000
H 5.21292 0.38048 -0.10775 0.000
H 5.67491 1.08931 1.43680 0.000
H 4.11549 1.76732 4.92526 0.000
H 5.28169 2.17950 3.00892 0.000
H 1.62655 -0.90842 5.48031 0.000
H 2.38067 0.69492 5.24592 0.000
H 4.25707 -1.76044 5.84132 0.000
H 4.39561 -0.07304 6.44826 0.000
H 2.22984 -2.83023 8.68205 0.000
H 2.40590 -3.14111 7.09997 0.000
H 1.34395 -2.26369 3.95703 0.000
H 0.29691 -5.19048 2.22793 0.000
H 0.75710 -4.10042 3.55720 0.000
H -1.56112 -4.05143 1.56053 0.000
H -1.58448 -3.36420 3.22551 0.000
H -0.27743 -1.23610 2.24809 0.000
H -0.65492 -2.00498 0.58962 0.000
H -2.05245 0.63203 2.54009 0.000
H -4.58239 1.33289 2.55016 0.000
H -6.41239 -0.25469 1.73325 0.000
H -5.74657 -2.55284 0.83367 0.000
H -3.31569 -3.31461 0.79077 0.000
C -0.12852 5.29411 -0.46276 0.001
C -1.22959 4.26212 -0.12246 0.026
C -2.23889 4.22650 -1.27994 0.014
C -3.07124 5.50236 -1.36070 0.001
C -3.74958 5.80649 -0.03065 0.014
C -2.83585 5.72808 1.21023 0.024
N -1.88584 4.57578 1.18130 0.342
O -2.55008 3.48986 1.56501 0.569
C -2.03144 7.03444 1.38907 0.002
C -3.75594 5.71124 2.45290 -0.001
C -0.45828 2.92756 -0.07143 -0.001
H 0.49768 4.93089 -1.28200 0.000
H -0.50843 6.25314 -0.80286 0.000
H 0.52903 5.46797 0.39471 0.001
H -2.91471 3.36813 -1.16445 0.003
H -1.72038 4.07229 -2.23123 0.001
H -2.45227 6.34900 -1.67394 0.000
H -3.83349 5.38672 -2.13662 0.001
H -4.20796 6.79766 -0.08224 0.001
H -4.57790 5.09873 0.08833 0.002
H -1.34810 6.95496 2.23837 0.001
H -2.69853 7.87583 1.59048 0.000
H -1.45390 7.32306 0.51538 0.000
H -4.49447 4.90896 2.41477 0.000
H -4.31875 6.64580 2.52238 0.000
H -3.18052 5.60381 3.37557 0.000
H 0.29575 2.94952 0.72257 0.000
H 0.05943 2.74503 -1.01486 0.000
H -1.11131 2.06734 0.09310 -0.001
C -0.14845 1.08301 -5.88532 0.001
C -0.72130 0.52697 -4.56039 0.025
C -0.87499 -0.99516 -4.69811 0.014
C -1.99133 -1.37898 -5.66430 0.001
C -3.30726 -0.71105 -5.28265 0.014
C -3.21886 0.80125 -4.98890 0.024
N -2.00897 1.18758 -4.20378 0.338
O -2.25366 0.92427 -2.92132 0.573
C -3.24887 1.62182 -6.29714 0.002
C -4.53731 1.20801 -4.29074 -0.001
C 0.38598 0.84294 -3.53798 -0.001
H 0.89226 0.77346 -6.01365 0.000
H -0.65976 0.72614 -6.77460 0.000
H -0.16386 2.17685 -5.89403 0.001
H -1.08572 -1.44331 -3.71632 0.003
H 0.06510 -1.44284 -5.03576 0.001
H -1.71849 -1.12189 -6.69222 0.000
H -2.12076 -2.46521 -5.65277 0.001
H -4.03899 -0.88514 -6.07585 0.001
H -3.69642 -1.22670 -4.39714 0.002
H -3.13374 2.68818 -6.08765 0.001
H -4.20448 1.49624 -6.81153 0.000
H -2.48942 1.33444 -7.01888 0.000
H -4.73957 0.61127 -3.39984 0.000
H -5.38614 1.05690 -4.96291 0.000
H -4.52874 2.26195 -4.00252 0.000
H 0.53772 1.92340 -3.45690 0.000
H 1.33557 0.39997 -3.84169 0.000
H 0.16768 0.44790 -2.54254 -0.001



Record 3
96
Properties=species:S:1:pos:R:3:lowdin_charge:R:1 method="wB97M-V/def2-TZVPD" orbital_gap_ev=6.961 total_charge=-1 max_force_ha_per_bohr=0.1123
C 5.62596 -0.28987 -0.38231 -0.122
C 5.17823 -1.52515 -1.32428 -0.174
C 3.72937 -2.11435 -0.96607 -0.312
F 3.41636 -2.12929 0.44187 -0.057
N 2.73808 -1.42136 -1.81938 0.024
C 2.11978 -0.24600 -1.15948 -0.127
C 1.90976 0.96704 -2.23066 -0.535
O 1.70830 2.14351 -1.74819 -0.105
O 1.98130 0.79914 -3.58951 -0.180
C 0.75348 -0.54504 -0.37971 -0.292
F 1.01043 -0.35016 1.05030 0.002
F 0.26369 -1.86862 -0.50139 0.055
F -0.33071 0.33445 -0.72014 0.045
H 5.32642 0.67505 -0.92702 0.082
H 6.74617 -0.37777 -0.18724 0.064
H 5.08911 -0.27839 0.62657 0.069
H 5.98715 -2.33610 -1.39333 0.100
H 5.09072 -1.08840 -2.38950 0.118
H 3.73717 -3.21656 -1.31796 0.151
H 2.05049 -2.06140 -2.23365 0.114
H 2.86239 0.16695 -0.39314 0.150
C -3.38760 3.38378 3.73321 -0.082
C -2.29335 2.43834 4.20026 -0.280
O -2.22369 1.23722 3.44992 -0.186
C -1.96163 1.37100 2.05610 -0.260
C -0.64018 2.05182 1.74991 -0.074
H -4.36162 2.88724 3.76235 0.080
H -3.42522 4.26882 4.37333 0.061
H -3.22436 3.72062 2.70702 0.069
H -2.49768 2.14723 5.23472 0.117
H -1.31874 2.93772 4.20759 0.099
H -2.79292 1.88647 1.56397 0.108
H -1.93897 0.35850 1.64590 0.110
H -0.61397 3.07790 2.12398 0.066
H -0.46903 2.08503 0.67217 0.072
H 0.18540 1.51029 2.21658 0.076
C -0.32198 5.25573 8.69942 -0.082
C 0.02774 6.61385 8.11409 -0.285
O 0.76146 6.53712 6.90167 -0.162
C 0.12626 5.87086 5.81745 -0.273
C -1.18507 6.51299 5.39720 -0.078
H 0.58356 4.66593 8.86609 0.082
H -0.84417 5.37455 9.65182 0.075
H -0.96848 4.67919 8.03385 0.064
H 0.65980 7.15178 8.82587 0.116
H -0.86987 7.22560 7.97590 0.103
H -0.01320 4.81138 6.05494 0.102
H 0.82323 5.91011 4.97748 0.122
H -1.92859 6.48547 6.19621 0.065
H -1.60449 5.98980 4.53345 0.066
H -1.02951 7.56145 5.12890 0.082
C -0.28760 -7.40032 -3.41416 -0.087
C -0.01070 -6.11808 -2.64677 -0.282
O 1.15181 -5.43335 -3.08718 -0.168
C 1.16297 -5.00583 -4.44519 -0.278
C 0.03715 -4.04391 -4.78478 -0.073
H 0.57023 -8.07600 -3.35325 0.079
H -1.16425 -7.90760 -3.00422 0.074
H -0.47723 -7.20893 -4.47292 0.063
H 0.15497 -6.36623 -1.59504 0.119
H -0.87699 -5.44932 -2.67247 0.106
H 1.15555 -5.87284 -5.11416 0.102
H 2.11790 -4.49995 -4.60516 0.119
H -0.94515 -4.50367 -4.65985 0.064
H 0.12036 -3.71253 -5.82342 0.080
H 0.07444 -3.16619 -4.13410 0.081
C -3.53344 -3.91061 1.76417 -0.080
C -3.06400 -4.35825 3.13853 -0.289
O -1.67447 -4.16965 3.35192 -0.165
C -1.19577 -2.83132 3.26472 -0.265
C -1.83898 -1.89122 4.27043 -0.077
H -2.97704 -4.43248 0.98068 0.080
H -4.59850 -4.12074 1.63834 0.073
H -3.38411 -2.83943 1.61142 0.065
H -3.25149 -5.43071 3.24268 0.113
H -3.63938 -3.86674 3.93013 0.102
H -1.31272 -2.45460 2.24383 0.100
H -0.12152 -2.87259 3.45743 0.122
H -2.91505 -1.79718 4.11276 0.067
H -1.40255 -0.89277 4.18969 0.064
H -1.68659 -2.25853 5.28969 0.079
C -0.60302 2.02552 -6.17448 -0.077
C 0.21164 0.81227 -6.58691 -0.272
O -0.17831 0.26483 -7.84378 -0.173
C -0.07066 1.12393 -8.96817 -0.294
C 1.34470 1.61649 -9.22041 -0.087
H -1.66855 1.77874 -6.14184 0.076
H -0.29176 2.37308 -5.18687 0.081
H -0.48206 2.85596 -6.87522 0.059
H 0.06643 0.02357 -5.84516 0.114
H 1.28150 1.03924 -6.58822 0.107
H -0.76724 1.96321 -8.87050 0.101
H -0.40248 0.54548 -9.83425 0.111
H 1.72193 2.21770 -8.39158 0.067
H 1.37687 2.23448 -10.12270 0.070
H 2.02641 0.77166 -9.35086 0.079



Record 4
10
Properties=species:S:1:pos:R:3:nbo_charge:R:1 method="wB97M-V/def2-TZVPD" de_lowest_kcal_mol=51.95 orbital_gap_ev=6.409 total_charge=-1 max_force_ha_per_bohr=0.0739
C 1.07049 -0.84751 0.38856 0.454
N 0.46377 1.26359 -0.27543 -0.674
N 1.17214 0.09810 -0.43857 -0.490
O 1.30501 -4.84449 2.39631 -0.890
O 1.70030 -1.90444 0.41949 -0.801
O 1.97410 -5.24797 0.15760 -0.880
S 2.14344 -4.41763 1.33881 1.728
H 0.26842 -0.61796 1.31038 -0.056
H 0.28768 1.23957 0.78688 0.293
H -0.39598 1.22622 -0.75944 0.315



Record 5
12
Properties=species:S:1:pos:R:3:nbo_charge:R:1 method="wB97M-V/def2-TZVPD" de_lowest_kcal_mol=111.79 smiles="CN(F)[S@](=O)(=S)N(Cl)Cl" orbital_gap_ev="8.737 / 8.736" max_force_ha_per_bohr=0.1128
C 1.67571 0.04017 -0.00150 -0.502
N 0.63228 -0.07327 0.93835 -0.036
F 0.77096 -1.30619 1.55543 -0.253
S -1.08672 -0.71362 -0.23453 1.600
O -1.90029 -1.52123 0.53672 -0.856
S -0.56330 -1.14562 -2.01910 -0.328
N -1.99520 0.88917 -0.31305 -0.637
Cl -2.10033 1.43844 1.35571 0.152
Cl -1.19155 2.07954 -1.23408 0.175
H 1.60129 0.89216 -0.52405 0.227
H 2.46572 0.25222 0.65918 0.235
H 1.69141 -0.83177 -0.71908 0.223